No. 1
The following is a DFT calculation (the ωB97M-V functional and the def2-TZVPD basis) of a cluster of 3 separate species, C20H39N3O8 in total in a non-equilibrium geometry.

Element x y z (Å)
C (-0.93348, 0.62559, 3.12142)
N (-0.01013, 1.56128, 2.41496)
C (1.23162, 0.85654, 1.92344)
C (2.14539, 0.63575, 3.23125)
C (2.89909, 1.59277, 3.95627)
C (3.09293, 3.16894, 3.65248)
C (4.15363, 3.22057, 2.41570)
O (3.88259, 2.81920, 1.25013)
C (3.53729, 0.76056, 5.15673)
O (4.18352, 1.35933, 6.04312)
O (3.18963, -0.61771, 5.01086)
C (2.26399, -0.81001, 3.92743)
O (1.66112, -1.85808, 3.57853)
H (-1.48759, 0.01332, 2.33312)
H (-1.69106, 1.27301, 3.69577)
H (-0.42627, -0.09314, 3.84969)
H (-0.46909, 2.07930, 1.65447)
H (0.93508, -0.14560, 1.40631)
H (1.72881, 1.50031, 1.11997)
H (2.11285, 3.70243, 3.41741)
H (3.62522, 3.64273, 4.56051)
H (5.22511, 3.59292, 2.60228)
C (-6.16327, 4.13032, -1.26776)
O (-6.40703, 2.74649, -1.46914)
C (-5.78165, 2.23343, -2.64754)
C (-4.66471, 1.25644, -2.27763)
N (-3.52656, 1.95694, -1.68090)
C (-2.53015, 1.06116, -1.09050)
C (-2.96750, 0.22155, 0.12032)
O (-3.24921, 0.99217, 1.28564)
C (-4.57798, 1.48969, 1.35611)
H (-6.77800, 4.46356, -0.42948)
H (-5.11413, 4.30786, -1.01467)
H (-6.43786, 4.71053, -2.15313)
H (-5.41611, 3.03101, -3.30266)
H (-6.55360, 1.68465, -3.19702)
H (-4.33433, 0.72871, -3.17709)
H (-5.08336, 0.52136, -1.58175)
H (-3.86465, 2.58097, -0.95641)
H (-1.69319, 1.69361, -0.77399)
H (-2.14198, 0.39535, -1.86903)
H (-2.12080, -0.42009, 0.38845)
H (-3.79487, -0.45734, -0.11197)
H (-5.30035, 0.82075, 0.88157)
H (-4.63203, 2.48677, 0.91749)
H (-4.84420, 1.58594, 2.41248)
C (4.62211, -1.70440, -3.76208)
O (3.60984, -2.66525, -4.02170)
C (3.97957, -3.98861, -3.62767)
C (3.12493, -4.45325, -2.44761)
N (3.47275, -3.72713, -1.22555)
C (2.53656, -3.95245, -0.12198)
C (1.09602, -3.45058, -0.30766)
O (0.98334, -2.03194, -0.37058)
C (1.16990, -1.48350, -1.66742)
H (4.31235, -0.75765, -4.20861)
H (4.74634, -1.55099, -2.68637)
H (5.57356, -2.00549, -4.20935)
H (5.04859, -4.07069, -3.40543)
H (3.77089, -4.63902, -4.48357)
H (3.28018, -5.52449, -2.28924)
H (2.07463, -4.29369, -2.71500)
H (3.49683, -2.73333, -1.42642)
H (2.95782, -3.44308, 0.75134)
H (2.51746, -5.02093, 0.11834)
H (0.53404, -3.75149, 0.58262)
H (0.58860, -3.92367, -1.15537)
H (0.82735, -2.15539, -2.45862)
H (2.21629, -1.21532, -1.81748)
H (0.58732, -0.55943, -1.72779)

Force components x, y, z for each atom (eV/Å):
-1.0 0.2 -0.4
1.1 -0.7 0.2
-0.6 -0.3 0.3
0.9 1.0 0.2
-1.7 -2.8 -1.2
1.5 -1.3 0.3
-1.1 -1.1 -2.9
0.7 1.5 4.4
0.4 3.7 0.1
-2.2 -3.7 -2.8
-0.3 0.6 0.0
-1.6 -0.1 -2.0
3.3 4.5 2.3
0.6 0.5 1.4
1.0 -1.2 -0.8
-0.4 1.3 -1.1
0.1 -0.7 0.5
0.9 1.4 1.1
-0.3 -0.8 1.5
1.3 -1.0 0.2
-1.0 -0.8 -1.4
-1.4 -0.4 0.1
-0.1 -0.2 0.2
0.2 0.4 -0.2
-0.1 -0.6 0.2
-0.1 0.6 0.2
-0.1 -0.3 -0.1
-0.1 0.3 0.2
0.5 0.0 0.0
-0.4 -0.2 -0.5
0.2 0.1 0.4
0.0 -0.1 -0.1
0.0 0.2 -0.1
0.1 0.0 0.0
0.1 0.0 0.2
0.1 0.0 0.0
0.0 0.0 0.0
-0.2 -0.1 -0.1
0.0 -0.1 -0.1
0.0 -0.1 0.0
-0.1 0.0 0.0
0.0 0.0 0.0
-0.1 0.1 0.0
0.1 0.1 -0.1
-0.2 0.0 -0.1
0.1 -0.1 -0.1
-0.3 0.0 -0.1
0.5 0.0 0.2
-0.6 -0.3 0.0
0.4 0.5 0.0
-0.2 -0.2 -0.1
0.1 0.4 0.0
0.1 -0.1 0.6
-0.1 -0.3 -0.4
-0.1 0.3 0.3
0.0 -0.1 0.0
0.2 0.0 0.0
0.0 0.0 0.1
-0.1 0.2 0.1
0.0 0.0 0.1
0.0 0.0 0.0
-0.1 -0.2 -0.2
0.0 -0.1 0.0
-0.2 -0.1 0.0
0.0 0.0 -0.1
0.1 0.1 0.0
0.1 0.1 -0.2
0.1 -0.1 0.0
0.0 0.0 -0.3
0.0 -0.1 0.1

Properties
orbital gap = 7.75 eV
ΔE to the lowest compared entry with this formula, charge and spin = 2.703 eV
E = -1551.43579 a.u.
largest force on an atom = 6.1 eV Å⁻¹



No. 2
The following is a DFT calculation (the ωB97M-V functional and the def2-TZVPD basis) of an isolated molecule of C14H17Br in a non-equilibrium geometry.

Element x y z (Å)
C (1.31647, -3.83326, -0.89242)
C (1.25405, -2.59605, -1.39699)
C (0.43212, -2.03211, -2.46242)
C (-0.56454, -1.05559, -1.78931)
C (-0.42933, 0.20410, -2.39371)
C (-1.39011, 1.01595, -2.88532)
C (-1.14732, -1.47161, -0.66865)
C (-1.83302, -0.64278, 0.31650)
C (-1.33592, 0.41480, 0.85883)
C (0.08426, 0.69322, 0.77027)
C (0.74958, 1.81000, 1.15512)
Br (2.57083, 1.95220, 0.80196)
C (0.15436, 2.89639, 1.98123)
C (0.79379, 2.88929, 3.37122)
C (1.83467, 3.56806, 3.76012)
H (2.05457, -4.03672, -0.27410)
H (0.86321, -4.69224, -1.34001)
H (1.79735, -1.81482, -0.96691)
H (1.00851, -1.53953, -3.28873)
H (-0.13373, -2.89436, -3.02577)
H (0.67553, 0.60498, -2.46294)
H (-1.07093, 2.02472, -3.23396)
H (-2.45244, 0.80938, -2.79976)
H (-1.21815, -2.51567, -0.44485)
H (-2.80525, -0.92154, 0.59844)
H (-1.99811, 0.87747, 1.64133)
H (0.77670, -0.06275, 0.40362)
H (-0.92563, 2.77802, 1.96621)
H (0.29218, 3.78428, 1.38830)
H (0.41113, 2.07038, 4.07523)
H (2.38885, 3.42450, 4.63453)
H (2.39010, 4.38941, 3.14669)

Force components x, y, z for each atom (eV/Å):
-2.1 1.7 -3.7
0.0 -1.6 0.0
-2.3 -2.1 -2.3
1.4 -2.6 -0.1
0.8 4.2 -0.8
1.3 0.5 0.7
-1.1 0.7 0.0
-0.6 -1.7 -2.1
0.6 1.9 3.0
1.8 1.5 0.2
-1.8 -1.6 0.3
0.8 0.0 -0.2
0.2 0.3 -0.1
-1.7 -1.8 0.2
2.0 2.8 -2.0
3.1 -0.9 3.5
-0.7 -0.2 -0.3
1.3 0.9 1.1
-0.3 -0.2 1.0
0.8 1.5 1.0
-2.1 -0.8 0.0
-0.5 -1.0 0.0
0.2 -0.2 -0.2
0.5 -0.6 -0.1
-1.3 -0.5 0.2
1.0 0.1 -0.9
-0.7 -0.1 -0.4
-0.1 -0.3 0.5
0.4 1.0 0.3
0.4 1.2 -1.1
0.2 -0.5 1.6
-1.5 -1.5 0.6

Properties
orbital gap = 8.57 eV
ΔE to the lowest compared entry with this formula, charge and spin = 0.879 eV
E = -3117.48025 a.u.
largest force on an atom = 4.7 eV Å⁻¹



No. 3
The following is a DFT calculation (the ωB97M-V functional and the def2-TZVPD basis) of an isolated molecule of C5H5BO4 in a non-equilibrium geometry.

Element x y z (Å)
B (1.04744, 1.07840, -0.00304)
C (1.35751, -1.65590, 0.10125)
C (0.04988, -2.30063, 0.06689)
C (1.53636, -0.39424, -0.07048)
C (-1.01486, -0.23759, -0.11028)
C (-2.22564, 0.54298, -0.24372)
O (-3.25682, -0.02653, 0.07259)
O (-1.00476, -1.56087, -0.04260)
O (1.30972, 1.61727, 1.29069)
O (0.90126, 1.79060, -1.24914)
H (2.05533, -2.45182, 0.23496)
H (-0.25523, -3.24176, 0.31173)
H (-2.08893, 1.65599, -0.39860)
H (0.75607, 2.42348, 1.32021)
H (0.83267, 2.76060, -1.28045)

Force components x, y, z for each atom (eV/Å):
1.1 0.5 -0.7
-1.2 -2.7 -0.3
0.1 3.2 -0.4
-2.7 1.5 -0.1
3.4 -0.7 -0.1
0.3 -0.6 1.0
-0.4 0.9 -0.6
-0.6 2.0 0.0
-1.6 0.8 -1.8
-0.2 -0.3 1.5
1.2 0.0 0.1
0.1 -2.7 0.5
-0.3 -1.0 -0.2
0.6 -0.3 0.5
0.2 -0.7 0.5

Properties
orbital gap (alpha / beta) = 6.77 / 6.63 eV
E = -519.17309 a.u.
largest force on an atom = 3.5 eV Å⁻¹



No. 4
The following is a DFT calculation (the ωB97M-V functional and the def2-TZVPD basis) of a structure of composition C46H71AlBClF5IMgN4O19P2S in a non-equilibrium geometry.

Element x y z (Å)
C (1.70284, 4.88063, 0.19896)
C (2.17720, 3.73541, 1.28636)
C (3.37269, 2.83791, 0.58818)
C (2.74235, 1.38077, 0.06769)
C (2.70976, 1.23442, -1.56856)
C (1.38240, 1.88056, -2.28089)
C (0.25203, 0.73140, -2.70035)
C (-0.44764, 0.25427, -1.29761)
C (-2.09332, 0.03095, -1.43784)
C (-2.72968, 0.53761, 0.00023)
C (-4.20390, -0.11524, 0.34653)
C (-5.23037, 0.87095, 1.14704)
B (-4.45868, 1.21431, 2.52821)
C (-4.36524, 0.27864, 3.91075)
O (-3.63733, 2.47156, 2.68655)
C (-5.56307, 2.38923, 0.52412)
C (-6.42839, 3.43700, 1.45544)
C (-7.02856, 4.74515, 0.67018)
O (-8.44223, 4.51161, 0.22066)
C (-6.06628, 5.38952, -0.48278)
N (-6.68176, 5.47998, -1.86597)
C (-6.37014, 1.93865, -0.83420)
C (-5.57629, 1.69765, -2.24004)
C (-4.51108, 2.89613, -2.65081)
O (-3.40960, 3.24105, -1.99126)
I (-4.86545, 4.05168, -4.52843)
N (-7.24149, 0.80701, -0.24450)
P (-7.84995, -0.13841, -1.59415)
C (-8.96054, 1.07007, -2.65415)
O (-8.98322, -1.38783, -1.16685)
C (-6.71891, 0.20253, 1.05428)
C (-6.98995, -1.36551, 1.42674)
F (-6.17678, -1.86398, 2.60192)
F (-6.59760, -2.34604, 0.34954)
C (-8.55338, -1.62816, 1.96895)
F (-9.47973, -0.52037, 1.64751)
F (-9.10482, -2.93171, 1.46683)
F (-8.56560, -1.75142, 3.47301)
H (1.96262, 5.97827, 0.56228)
H (0.54683, 4.72237, 0.02876)
H (2.23019, 4.66824, -0.82516)
H (2.56247, 4.25095, 2.29151)
H (1.25421, 3.07237, 1.60547)
H (3.95564, 3.40786, -0.25514)
H (4.16297, 2.62857, 1.45406)
H (1.69090, 1.15628, 0.58554)
H (3.49053, 0.55118, 0.46146)
H (2.79195, 0.08293, -1.83278)
H (3.67768, 1.74657, -2.01139)
H (0.90008, 2.66197, -1.55156)
H (1.73092, 2.46684, -3.24216)
H (0.86184, -0.18811, -3.15451)
H (-0.53162, 1.14827, -3.47472)
H (0.06680, -0.70732, -0.82479)
H (-0.27054, 1.13801, -0.51485)
H (-2.39490, -1.07100, -1.68590)
H (-2.49286, 0.78167, -2.26141)
H (-2.70291, 1.70546, -0.01558)
H (-1.98369, 0.20950, 0.87277)
H (-3.96692, -1.01413, 1.09824)
H (-4.70182, -0.66052, -0.59229)
H (-5.44199, 0.00012, 4.27286)
H (-3.82981, -0.72849, 3.55734)
H (-3.66749, 0.73455, 4.73190)
H (-2.91116, 2.49888, 1.99870)
H (-4.56849, 2.96658, 0.31702)
H (-7.37090, 2.92401, 1.98070)
H (-5.80289, 3.88437, 2.36981)
H (-7.14437, 5.58913, 1.50910)
H (-8.87349, 5.42974, 0.29590)
H (-5.02251, 4.87326, -0.61879)
H (-5.82219, 6.51686, -0.17180)
H (-7.15022, 6.39274, -2.04483)
H (-7.27159, 4.65622, -2.10568)
H (-7.23650, 2.68178, -1.18452)
H (-6.28505, 1.62682, -3.20015)
H (-4.93691, 0.69077, -2.28010)
H (-8.10632, 1.33844, 0.07995)
H (-9.90469, 1.31512, -2.00782)
H (-8.40344, 2.06382, -2.92046)
H (-9.29076, 0.43499, -3.59372)
H (-9.14743, -1.90200, -2.03498)
H (-7.28782, 0.75398, 1.95283)
C (6.85749, 1.01261, 0.14490)
C (8.08929, 1.20783, 0.61954)
C (9.21967, 0.32215, 0.22524)
O (10.34434, 0.53785, 0.66296)
C (8.93288, -0.79719, -0.68549)
C (7.70031, -0.99430, -1.15727)
C (6.57622, -0.09224, -0.78466)
O (5.45808, -0.28797, -1.24899)
O (7.42322, -2.04592, -2.01138)
O (8.36077, 2.24261, 1.49570)
H (6.02711, 1.65005, 0.42141)
H (9.75976, -1.44380, -0.94986)
H (6.46460, -1.97332, -2.21209)
H (9.32053, 2.17356, 1.69158)
O (0.37636, 4.17756, -5.23669)
S (-0.80471, 4.80290, -5.85928)
O (-0.40137, 5.48644, -7.10158)
O (-1.39062, 5.78319, -4.92703)
O (-1.80313, 3.76410, -6.17173)
C (-12.32156, -0.70247, 2.56994)
C (-13.70609, -0.10569, 2.37680)
N (-14.85456, 0.38952, 2.21657)
H (-11.65133, -0.35273, 1.77988)
H (-11.91713, -0.40002, 3.53971)
H (-12.37750, -1.79392, 2.53212)
Al (10.14544, -1.36075, -2.58070)
O (9.39915, 1.73633, 4.59203)
P (8.04546, 1.19621, 5.08177)
O (8.08011, 1.03690, 6.61059)
O (7.77280, -0.16936, 4.42976)
O (6.92967, 2.18056, 4.69429)
N (11.96522, 2.55712, -4.11412)
C (11.50289, 2.61796, -5.40295)
C (12.48814, 2.13004, -6.23204)
C (13.58089, 1.75628, -5.41384)
C (13.22966, 2.02808, -4.11050)
H (11.45317, 2.85506, -3.29395)
H (10.51567, 3.00368, -5.61934)
H (12.42604, 2.05065, -7.30962)
H (14.52239, 1.33369, -5.74017)
H (13.77032, 1.89189, -3.18341)
C (7.12887, -5.20220, 1.27397)
C (5.87871, -4.56720, 0.69115)
O (5.61006, -4.96675, -0.65001)
C (5.38287, -6.35651, -0.86808)
C (4.18483, -6.90103, -0.10917)
H (7.99304, -5.01672, 0.62832)
H (7.33702, -4.79495, 2.26730)
H (7.02187, -6.28669, 1.37269)
H (6.01623, -3.48091, 0.67063)
H (5.00626, -4.75561, 1.32515)
H (6.28943, -6.92999, -0.63849)
H (5.20137, -6.47770, -1.94133)
H (4.34080, -6.85959, 0.97266)
H (4.00246, -7.94561, -0.38077)
H (3.28777, -6.31541, -0.33264)
C (3.30736, -8.50854, 3.89037)
C (2.66031, -9.46513, 4.56312)
C (1.35076, -9.20636, 5.19346)
O (0.75876, -10.08075, 5.81110)
C (0.78352, -7.85080, 5.05026)
C (1.43057, -6.89421, 4.37751)
C (2.74012, -7.15298, 3.74717)
O (3.33212, -6.27859, 3.12953)
H (4.26893, -8.68145, 3.42270)
H (3.06278, -10.46462, 4.67644)
H (-0.17806, -7.67789, 5.51793)
H (1.02810, -5.89471, 4.26419)
Mg (5.64544, -8.76179, 0.18489)
Cl (-14.75456, 0.74348, -0.15064)

Force components x, y, z for each atom (eV/Å):
-0.4 -0.5 0.2
0.5 0.8 -0.2
-0.5 -0.8 1.6
1.2 -0.3 0.0
-0.1 -0.3 0.2
0.2 0.0 -0.7
1.2 -0.1 0.9
-0.5 0.3 0.1
0.5 1.1 0.8
0.5 -0.6 0.1
0.8 -0.8 0.0
-0.2 0.4 -0.8
1.8 1.0 2.9
0.1 -0.6 -0.9
-0.5 -3.0 -1.9
0.4 -0.2 -1.0
-1.0 0.1 0.8
-0.1 1.1 1.5
1.4 1.8 0.6
0.4 1.2 -0.6
0.0 0.0 1.2
-0.2 2.9 -0.7
1.1 -1.1 -1.4
5.1 2.0 3.1
-7.1 -2.7 -3.5
0.2 -1.3 1.4
-3.5 0.8 1.9
-0.5 -3.3 -4.8
-0.8 0.3 1.3
0.6 1.5 -1.2
1.2 1.0 3.6
1.7 -2.9 0.2
-2.3 2.2 -3.8
-1.6 3.3 3.2
-2.4 -2.0 1.7
3.3 -3.6 0.7
1.9 5.0 1.7
0.0 0.7 -5.4
-0.7 -2.4 -0.8
2.3 0.8 0.2
-1.0 0.6 1.9
-0.7 -1.1 -2.3
2.0 1.2 -0.8
-1.4 -1.0 1.5
-1.6 0.2 -1.9
2.3 0.6 -1.3
-1.6 1.6 -0.8
-0.2 2.3 0.4
-1.9 -1.0 1.0
0.8 -1.4 -1.4
-0.9 -1.2 1.9
-1.5 2.0 0.7
1.6 -0.8 1.6
-1.1 2.0 -1.1
-0.6 -1.9 -1.7
0.6 2.1 0.5
0.8 -1.7 1.6
-0.3 -2.1 -0.1
-1.6 0.6 -1.9
-0.8 1.9 -1.6
1.0 1.5 1.9
2.1 0.3 -0.3
-1.3 1.9 0.8
-1.7 -0.7 -1.6
-1.3 0.3 0.9
-1.9 -1.5 -0.1
1.9 1.0 -1.2
-1.0 -1.3 -2.3
0.5 -2.0 -1.7
0.8 -2.2 -0.3
-2.1 0.7 0.6
-0.5 -2.6 -0.6
0.3 -1.4 0.3
0.4 1.4 0.3
2.0 -1.2 1.2
1.4 0.3 2.5
-1.3 2.3 0.3
1.3 -0.4 -0.1
1.5 -0.3 -1.4
-1.1 -2.0 0.3
0.9 1.4 1.9
0.5 1.1 1.9
0.9 -1.3 -2.2
-0.5 -0.7 -0.8
0.3 2.1 1.9
1.7 0.6 1.1
-1.2 -0.4 -0.8
0.1 0.6 0.3
-0.6 -2.4 -1.6
-1.6 1.6 0.7
1.4 -0.6 -0.1
0.4 1.9 1.4
0.3 -2.3 -2.1
0.0 -0.1 0.0
-0.4 -0.6 2.6
0.0 -0.1 0.0
-0.4 0.1 0.5
-0.1 0.4 -0.1
0.1 0.1 0.0
0.0 -0.5 0.2
0.1 -0.5 0.1
-0.1 0.4 -0.1
-1.3 0.6 -0.3
-6.8 2.8 -0.4
8.6 -3.8 1.9
-0.4 0.0 0.1
-0.2 0.0 -0.1
-0.1 0.2 0.0
0.6 0.2 -2.8
-0.7 -0.2 -0.4
0.1 -0.1 -0.1
-0.5 0.0 -0.7
0.5 0.4 0.3
0.7 -0.1 0.5
-0.1 -0.1 0.1
-0.1 0.0 -0.2
-0.4 0.1 0.0
0.1 -0.1 0.4
0.2 -0.1 0.0
0.3 0.0 -0.3
0.2 0.0 0.0
0.0 0.0 0.2
-0.2 0.1 0.1
0.0 0.1 -0.2
0.0 -0.1 0.0
0.1 0.0 0.3
0.0 -0.2 -0.3
-0.4 0.9 -0.3
-0.4 0.9 0.0
-0.1 0.0 0.1
-0.1 0.0 -0.1
0.0 0.0 0.1
-0.1 -0.1 -0.2
0.1 -0.1 0.0
0.3 0.2 -0.1
0.2 0.2 0.1
-0.1 -0.1 0.1
-0.8 0.5 -0.3
0.1 -0.1 -0.1
0.0 -0.4 0.2
0.4 0.1 -0.3
-0.5 -0.8 0.5
0.4 0.6 -0.5
0.0 0.5 -0.2
-0.4 -0.1 0.2
0.4 0.5 -0.3
-0.3 -0.4 0.2
0.0 0.0 0.0
0.0 0.0 0.0
0.0 0.0 0.0
0.0 0.0 0.0
1.3 -1.9 0.7
0.1 0.2 -1.1

Properties
orbital gap = 0.91 eV
ΔE to the lowest compared entry with this formula, charge and spin = 16.309 eV
E = -6248.27128 a.u.
largest force on an atom = 9.6 eV Å⁻¹